Version w
Entry from the OMol25 dataset: a 4-piece molecular cluster, C8H12N4 overall (ωB97M-V with the def2-TZVPD basis set).

**Structure (SMILES)**: CC#N.CC#N.CC#N.CC#N
**Frontier orbital gap**: 0.4497 Eh

Structure (ORCA input):
```
! RIJCOSX wB97M-V def2-TZVPD def2/J DEFGRID3
* xyz 0 1
C 1.68015 -2.03635 -0.83164
C 0.45105 -2.68845 -0.55135
N -0.54755 -3.10515 -0.16997
H 1.68280 -1.19543 -0.14120
H 1.79709 -1.66174 -1.86270
H 2.50772 -2.70473 -0.60815
C 1.70509 2.81614 -1.93540
C 1.86250 2.03655 -0.74831
N 1.97205 1.44947 0.23619
H 2.17798 2.30288 -2.77660
H 2.12313 3.81055 -1.80982
H 0.64498 2.76665 -2.16628
C -2.77835 -0.34205 -0.12429
C -2.05931 -0.24484 -1.39680
N -1.46500 -0.11201 -2.36506
H -2.60030 0.57029 0.36512
H -2.45271 -1.20419 0.46260
H -3.87819 -0.45526 -0.17103
C -0.26518 -0.41898 2.91386
C -0.85958 0.85214 2.49190
N -1.33471 1.75730 2.00140
H -0.04017 -0.36190 3.97602
H 0.66121 -0.62372 2.36632
H -0.98473 -1.20715 2.84519
*
```

=====

Version x
Entry from the OMol25 dataset: one molecule with the formula C8H12N4 (ωB97M-V with the def2-TZVPD basis set).

**Structure (SMILES)**: CN[C@@](C)(C#N)Cn1ccnc1
**Frontier orbital gap**: 0.3401 Eh

Structure (ORCA input):
```
! RIJCOSX wB97M-V def2-TZVPD def2/J DEFGRID3
* xyz 0 1
C -2.48075 -0.66380 -1.11815
N -1.92897 0.10765 0.01314
C -0.53880 0.02846 0.37459
C -0.43069 0.92175 1.70427
C -0.32422 -1.40928 0.48023
N -0.06749 -2.50610 0.68135
C 0.65205 0.72156 -0.80379
N 1.91162 0.14576 -0.43472
C 2.35610 -1.12052 -0.66699
C 3.62048 -1.31679 -0.20332
N 3.97549 -0.05969 0.26624
C 2.95651 0.75716 0.15026
H -2.12681 -0.31150 -2.07820
H -2.12425 -1.68874 -1.07528
H -3.56774 -0.77287 -1.04766
H -2.23194 1.05727 -0.08944
H -0.55091 0.46132 2.77539
H -1.12627 1.79273 1.60011
H 0.49302 1.52516 1.77114
H 0.71546 1.74576 -0.82670
H 0.33754 0.41748 -1.78685
H 1.79029 -1.74668 -1.31382
H 4.18883 -2.18823 -0.46296
H 2.84616 1.74255 0.76712
*
```

=====

Version y
Entry from the OMol25 dataset: a 2-piece molecular cluster, C8H12N4 overall (ωB97M-V with the def2-TZVPD basis set).

**Structure (SMILES)**: Cc1c[nH]cn1.Cc1c[nH]cn1
**Frontier orbital gap**: 0.3377 Eh

Structure (ORCA input):
```
! RIJCOSX wB97M-V def2-TZVPD def2/J DEFGRID3
* xyz 0 1
C -1.59810 -0.92241 0.64823
C -2.04740 0.41863 0.04451
C -2.90862 0.35789 -1.05815
N -2.98197 1.67632 -1.48859
C -2.30251 2.43096 -0.60975
N -1.69896 1.70362 0.31117
H -1.88444 -0.87475 1.72156
H -0.49262 -0.89435 0.62541
H -2.03770 -1.69102 0.02547
H -3.59403 -0.38689 -1.41875
H -3.51104 2.05431 -2.25629
H -2.23956 3.51092 -0.70258
C 1.54126 1.05799 -0.28282
C 2.24432 -0.22345 0.07733
C 2.40475 -0.72536 1.34416
N 2.96061 -1.97402 1.23835
C 2.86296 -2.25600 -0.10866
N 2.49046 -1.25046 -0.84561
H 2.25628 1.76700 0.13837
H 0.60223 1.20800 0.30981
H 1.31624 1.29582 -1.32411
H 2.29515 -0.30261 2.33289
H 3.17921 -2.76553 1.81567
H 3.14348 -3.21461 -0.53759
*
```

=====

Most stable pick: version y. Distance to second place: 0.636 eV.

=====

Version w
Entry from the OMol25 dataset: one molecule with the formula C5H7N3 (ωB97M-V with the def2-TZVPD basis set).

**Structure (SMILES)**: [H]/N=C\N(N)/C=C\C#C
**Frontier orbital gap**: 0.3317 Eh

Structure (ORCA input):
```
! RIJCOSX wB97M-V def2-TZVPD def2/J DEFGRID3
* xyz 0 1
H 2.86690 -1.40115 0.30997
N 3.12802 -0.45116 -0.05448
C 2.21733 0.38924 -0.13097
N 0.78498 0.12780 0.05825
N 0.41878 -1.23544 0.08312
C -0.17438 1.16256 0.06300
C -1.56405 1.20902 -0.01570
C -2.39717 0.05043 0.04911
C -3.12314 -0.93854 -0.08628
H 2.49230 1.49836 -0.40666
H -0.02768 -1.41408 0.99059
H -0.03170 -1.51476 -0.69712
H 0.47127 2.08701 0.25126
H -1.98588 2.21643 0.06061
H -3.85921 -1.79656 -0.39183
*
```

=====

Version x
Entry from the OMol25 dataset: one molecule with the formula C5H7N3 (ωB97M-V with the def2-TZVPD basis set).

**Structure (SMILES)**: [H]/N=C/N1CC=C/C1=N\[H]
**Frontier orbital gap**: 0.3526 Eh

Structure (ORCA input):
```
! RIJCOSX wB97M-V def2-TZVPD def2/J DEFGRID3
* xyz 0 1
H 3.41495 -0.47102 0.01500
N 2.53527 -0.01131 -0.09583
C 1.55696 -0.84854 -0.03614
N 0.22651 -0.43500 0.06385
C -0.82611 -1.41628 0.06789
C -2.11163 -0.56151 -0.04445
C -1.70989 0.67511 -0.10702
C -0.26093 0.87635 0.04437
N 0.44248 1.96755 0.07111
H -0.30841 2.74302 0.10227
H 1.60996 -1.90333 -0.00806
H -0.76684 -2.14168 -0.73190
H -0.85476 -1.88714 1.11322
H -3.09158 -0.89276 -0.15559
H -2.32350 1.55347 -0.15678
*
```

=====

Version y
Entry from the OMol25 dataset: one molecule with the formula C5H7N3 (ωB97M-V with the def2-TZVPD basis set).

**Structure (SMILES)**: C1=C\N=C/N/N=C\C/1
**Frontier orbital gap**: 0.3291 Eh

Structure (ORCA input):
```
! RIJCOSX wB97M-V def2-TZVPD def2/J DEFGRID3
* xyz 0 1
C 1.47208 0.65850 -0.16905
C 1.54732 -0.63289 -0.47930
N 0.75564 -1.67139 -0.00087
C -0.49331 -1.71583 0.20648
N -1.58112 -0.89053 -0.04220
N -1.75686 0.39318 -0.54905
C -0.93148 1.31038 -0.24162
C 0.30304 1.21306 0.60368
H 2.22266 1.34355 -0.55117
H 2.37148 -1.00460 -1.09635
H -0.86231 -2.65409 0.62806
H -2.46586 -1.38960 -0.09994
H -1.19014 2.27958 -0.66068
H 0.06879 0.55691 1.46368
H 0.54007 2.20379 0.98833
*
```

=====

Version z
Entry from the OMol25 dataset: C5H7N3 as an isolated structure (ωB97M-V with the def2-TZVPD basis set).

**Frontier orbital gap**: 0.3201 Eh

Structure (ORCA input):
```
! RIJCOSX wB97M-V def2-TZVPD def2/J DEFGRID3
* xyz 0 1
C -0.18811 -0.44134 -0.99753
C 0.06014 1.00088 1.06995
C 0.10675 2.17063 0.46297
C 0.01318 2.68909 -0.77187
C 0.07868 -2.43103 0.59681
H -0.92339 -1.56047 -1.15522
H -0.66482 0.49543 -1.45791
H 0.62269 -0.77107 -1.78611
H 0.11079 0.76882 2.08214
H -0.12715 2.80631 1.39425
H 0.22736 -3.39007 1.35031
H -0.04171 -2.97190 -0.41309
N 0.16752 -0.25113 0.43769
N 0.08724 3.24862 -1.87600
N 0.47083 -1.36277 1.06362
*
```

=====

Most stable pick: version x. Distance to second place: 0.857 eV.

=====

Version w
Entry from the OMol25 dataset: one molecule with the formula C5H7N3 (ωB97M-V with the def2-TZVPD basis set).

**Structure (SMILES)**: [H]/N=C(/N)c1cc[nH]c1
**Frontier orbital gap**: 0.3377 Eh

Structure (ORCA input):
```
! RIJCOSX wB97M-V def2-TZVPD def2/J DEFGRID3
* xyz 0 1
H -0.99127 -1.35590 2.07668
N -0.46048 -0.52675 2.59271
C 0.35207 -0.27256 1.60825
N 1.54818 0.15377 1.83519
C -0.08494 -0.17420 0.03572
C 0.72742 -0.05288 -1.02210
C 0.03697 0.31608 -2.26137
N -1.17564 0.16331 -1.74197
C -1.36152 -0.24075 -0.47653
H 1.95999 0.90312 1.05278
H 1.50475 0.52652 2.83359
H 1.71746 -0.17467 -0.91360
H 0.43037 0.36943 -3.35139
H -1.92319 0.78490 -2.27230
H -2.28017 -0.41942 0.00434
*
```

=====

Version x
Entry from the OMol25 dataset: one molecule with the formula C5H7N3 (ωB97M-V with the def2-TZVPD basis set).

**Structure (SMILES)**: CC1=NC=NNC=C1
**Frontier orbital gap**: 0.3055 Eh

Structure (ORCA input):
```
! RIJCOSX wB97M-V def2-TZVPD def2/J DEFGRID3
* xyz 0 1
C 2.35098 -0.24907 0.32796
C 1.15088 0.02889 -0.19780
N 0.75021 1.26280 -0.11933
C -0.55451 1.51489 -0.16441
N -1.62282 0.80759 -0.06705
N -1.76446 -0.41703 0.56009
C -0.92152 -1.38189 0.00986
C 0.33816 -1.29960 -0.37514
H 2.23300 -0.89353 1.19535
H 3.03921 0.67947 0.81734
H 3.19505 -0.47815 -0.46906
H -0.64421 2.60454 -0.30929
H -2.74482 -0.72785 0.09261
H -1.34709 -2.27105 -0.54618
H 0.54448 -2.16625 -0.99957
*
```

=====

Most stable pick: version w. Distance to second place: 1.898 eV.

=====

Version w
Entry from the OMol25 dataset: a 2-piece molecular cluster, C5H7N3 overall (ωB97M-V with the def2-TZVPD basis set).

**Frontier orbital gap (spin up / spin down)**: 0.2347 / 0.1217 Eh

Structure (ORCA input):
```
! RIJCOSX wB97M-V def2-TZVPD def2/J DEFGRID3
* xyz 0 1
C 1.51683 -0.50131 -2.32742
C 0.11863 -0.57915 -2.55234
C 0.43404 -0.07953 -0.57599
C 0.31154 0.19650 0.69629
C 0.67125 0.47366 2.08107
N 1.71775 0.00283 -1.15885
N -2.53470 -0.32083 1.54103
N -0.57113 -0.34976 -1.44705
H 2.16324 -0.47362 -3.17262
H -0.29507 -0.85334 -3.54882
H 1.66556 0.25535 2.27383
H -0.00024 -0.04088 2.72722
H 0.28769 1.58627 2.22264
H -2.42646 0.40873 2.39170
H -3.05894 0.27508 0.84929
*
```

=====

Version x
Entry from the OMol25 dataset: one molecule with the formula C5H7N3 (ωB97M-V with the def2-TZVPD basis set).

**Structure (SMILES)**: C1=NCC2CN=CN12
**Frontier orbital gap**: 0.3690 Eh

Structure (ORCA input):
```
! RIJCOSX wB97M-V def2-TZVPD def2/J DEFGRID3
* xyz 0 1
C -1.13975 1.25738 0.06522
N -2.03882 0.41082 -0.34508
C -1.33693 -0.84900 -0.22592
C -0.06712 -0.56500 0.62180
C 1.24641 -0.83849 -0.06928
N 1.76342 0.39914 -0.50348
C 1.06537 1.28779 -0.03005
N -0.02849 0.84110 0.75568
H -1.47774 2.29612 -0.46992
H -2.06312 -1.64900 0.13352
H -0.78189 -1.34857 -1.11764
H -0.18280 -0.88692 1.67972
H 1.32563 -1.64628 -0.92494
H 2.22922 -1.13625 0.76939
H 1.48661 2.42717 -0.33904
*
```

=====

Version y
Entry from the OMol25 dataset: one molecule with the formula C5H7N3 (ωB97M-V with the def2-TZVPD basis set).

**Structure (SMILES)**: [H]/N=C1/C/C(=N\[H])N=C1C
**Frontier orbital gap**: 0.3440 Eh

Structure (ORCA input):
```
! RIJCOSX wB97M-V def2-TZVPD def2/J DEFGRID3
* xyz 0 1
H -0.15831 -2.29696 1.18769
N 0.25911 -2.13864 0.26485
C 0.27720 -0.89872 -0.06936
C 0.68168 -0.36469 -1.39706
C 0.37162 1.08843 -1.15385
N 0.48817 2.03633 -2.00740
H 0.90328 1.69949 -2.88005
N 0.15048 1.41454 0.22371
C -0.28069 0.28118 0.68153
C -0.99107 0.13705 1.98423
H 0.06257 -0.76704 -2.20137
H 1.74245 -0.52548 -1.59684
H -0.63644 -0.73041 2.54427
H -0.80396 1.01079 2.61560
H -2.06609 0.05414 1.80406
*
```

=====

Most stable pick: version y. Distance to second place: 2.656 eV.

=====

Version w
Entry from the OMol25 dataset: a 2-piece molecular cluster, C5H7N3 overall (ωB97M-V with the def2-TZVPD basis set).

**Frontier orbital gap (spin up / spin down)**: 0.3065 / 0.3065 Eh

Structure (ORCA input):
```
! RIJCOSX wB97M-V def2-TZVPD def2/J DEFGRID3
* xyz 0 1
C -1.16086 -1.74638 0.03244
C -1.79596 0.35205 1.52235
C 1.54405 0.70583 0.42027
C 0.18955 0.21945 -1.57550
C -0.05917 -0.99976 0.54130
N -1.98149 -2.39998 -0.43574
N -2.56824 1.12713 1.87567
N 0.73481 -0.23598 -0.30571
H 2.51386 0.54004 0.12029
H 1.10525 1.72558 0.45026
H 1.45607 0.48402 1.56287
H -0.15809 -0.59187 -2.20629
H -0.82007 0.85621 -1.54033
H 0.95795 0.96987 -2.06420
H 0.04237 -1.00622 1.60233
*
```

=====

Version x
Entry from the OMol25 dataset: one molecule with the formula C5H7N3 (ωB97M-V with the def2-TZVPD basis set).

**Frontier orbital gap (spin up / spin down)**: 0.2559 / 0.2558 Eh

Structure (ORCA input):
```
! RIJCOSX wB97M-V def2-TZVPD def2/J DEFGRID3
* xyz 0 1
C -1.84219 -0.79045 -0.20479
C 0.66915 0.36648 -1.68052
C 0.45195 0.16395 -0.22868
C 1.24732 0.59944 0.88845
N -0.71243 -0.08573 0.37192
N 2.49110 0.48004 1.09795
C -0.18475 0.12804 1.90249
N -0.62958 0.07672 2.99251
H 2.72089 0.74790 2.06049
H -2.02114 -0.41475 -1.21336
H -1.66172 -1.86692 -0.26364
H -2.70666 -0.61761 0.43638
H -0.04370 1.07458 -2.11281
H 1.68301 0.72799 -1.84862
H 0.53875 -0.58969 -2.19778
*
```

=====

Most stable pick: version x. Distance to second place: 0.402 eV.

=====

Version w
Entry from the OMol25 dataset: C5H11N2O as an isolated structure (ωB97M-V with the def2-TZVPD basis set).

**Frontier orbital gap**: 0.1869 Eh

Structure (ORCA input):
```
! RIJCOSX wB97M-V def2-TZVPD def2/J DEFGRID3
* xyz -1 1
C -2.07159 0.59849 0.79869
O -3.29440 1.06378 0.51601
C -1.03796 0.55365 -0.24738
C 0.33413 0.09305 0.15631
C 1.59831 0.55643 -0.63876
N 1.08467 -1.96842 -0.27326
C 2.32237 -1.52470 -0.34857
N 2.69563 -0.27807 -0.33070
H -2.17413 -0.45041 1.12150
H -1.69694 1.06967 1.74010
H -1.51271 -0.04560 -1.04851
H -1.08070 1.69098 -0.70687
H 0.53639 -1.13191 -0.06510
H 0.55658 0.12479 1.23892
H 1.34671 0.40961 -1.69168
H 1.93147 1.59795 -0.55605
H -4.87376 3.05089 0.94808
H -4.43403 3.19166 1.50313
H 3.13745 -2.21253 -0.39693
*
```

=====

Version x
Entry from the OMol25 dataset: a 2-piece molecular cluster, C5H11N2O overall (ωB97M-V with the def2-TZVPD basis set).

**Frontier orbital gap**: 0.1626 Eh

Structure (ORCA input):
```
! RIJCOSX wB97M-V def2-TZVPD def2/J DEFGRID3
* xyz -1 1
C 1.50827 -1.07535 -1.95142
O 1.23812 -2.29785 -2.43821
C 1.18303 -1.08470 -0.48517
C 0.55637 0.17390 0.18984
C -0.22098 -0.12572 1.46676
N -2.64002 1.42552 0.49549
C -1.93918 1.59643 1.64084
N -0.81571 1.07684 2.11641
H 0.71738 -0.44523 -2.45836
H 2.64121 -0.63142 -2.13402
H 0.41815 -1.88008 -0.41202
H 2.06831 -1.30616 0.15927
H -0.25613 0.61831 -0.61655
H 1.21198 1.07513 0.31153
H -1.04675 -0.98812 1.30926
H 0.56012 -0.49683 2.09633
H -2.01640 0.90892 -0.20110
H -0.65561 1.11480 -1.33669
H -2.51216 2.34160 2.24781
*
```

=====

Version y
Entry from the OMol25 dataset: an isolated ion of composition C5H11N2O and charge -1 (ωB97M-V with the def2-TZVPD basis set).

**Frontier orbital gap**: 0.2270 Eh

Structure (ORCA input):
```
! RIJCOSX wB97M-V def2-TZVPD def2/J DEFGRID3
* xyz -1 1
C 1.46364 0.54440 0.94537
O 1.23590 1.74228 0.23185
C 0.34110 -0.55878 0.93168
C -0.95626 -0.15914 0.21326
C -0.88932 -0.24114 -1.29031
C -0.96140 -1.40577 -1.98010
N -0.68791 0.99762 -1.79992
N -0.00375 -0.83104 2.32229
H 1.57011 0.93751 1.96035
H 2.39682 0.08338 0.59981
H 0.72867 -1.37304 0.35803
H -1.69690 -0.86547 0.57727
H -1.30961 0.84250 0.49820
H -0.96483 -1.43836 -3.08695
H -1.08811 -2.39812 -1.53866
H 0.67608 1.61593 -0.62672
H -0.28535 0.91594 -2.77417
H -0.49391 -1.64450 2.42256
H 0.77669 -0.75417 2.98322
*
```

=====

Most stable pick: version y. Distance to second place: 5.165 eV.